C15H29Br12Cl3O2Sr2 as an isolated structure, computed with ωB97M-V/def2-TZVPD.

Each line ends with the Löwdin charge.
Element x y z (Å)
Sr -0.935 13.460 -10.004  1.0038
Sr 1.692 15.077 -7.594  1.1981
O -1.733 15.311 -11.647  -0.4872
C -1.457 16.624 -11.125  -0.3431
C -0.672 16.809 -9.755  -0.3815
O -0.351 15.748 -8.883  -0.7239
H -2.386 17.189 -11.202  0.0747
H -0.755 17.124 -11.792  0.0623
H -1.178 17.605 -9.209  0.0849
H 0.321 17.239 -9.883  0.0238
Br -0.189 19.311 -14.408  0.5706
C 0.448 19.988 -12.604  -0.5961
C 1.025 21.475 -12.718  -0.6827
Br -0.394 22.744 -12.922  0.6211
H 1.254 19.309 -12.325  -0.0007
H -0.272 20.036 -11.787  0.0433
H 1.651 21.602 -13.602  0.0428
H 1.479 21.813 -11.786  0.0467
Br -2.544 11.918 -11.806  0.5691
C -3.974 12.998 -12.708  -0.6086
C -5.349 12.320 -12.959  -0.5465
Br -5.987 11.765 -11.124  0.5642
H -3.539 13.320 -13.655  0.0255
H -4.159 13.938 -12.189  0.0244
H -5.319 11.437 -13.596  0.0653
H -6.045 13.037 -13.397  0.0284
Br -3.779 14.044 -8.564  0.6037
C -5.424 15.169 -8.778  -0.5424
C -4.966 16.588 -9.254  -0.6416
Br -6.312 18.053 -9.038  0.6378
H -6.084 15.255 -7.915  0.0705
H -5.983 14.668 -9.568  0.0135
H -4.570 16.624 -10.269  0.0269
H -4.082 16.821 -8.661  0.0346
Br -7.485 15.689 -12.401  0.6025
C -6.281 17.213 -12.768  -0.6000
C -4.914 16.575 -13.240  -0.5592
Br -5.186 15.758 -15.124  0.5318
H -6.221 17.760 -11.827  -0.0125
H -6.814 17.754 -13.550  0.0479
H -4.615 15.761 -12.579  0.0008
H -4.097 17.284 -13.375  0.0382
Br 5.988 16.041 -12.169  0.5398
C 4.918 17.567 -12.888  -0.6415
C 3.342 17.362 -13.036  -0.5836
Br 2.778 16.715 -11.281  0.5894
H 5.387 17.725 -13.859  0.0457
H 5.297 18.418 -12.323  0.0479
H 3.087 16.596 -13.768  0.0435
H 2.908 18.315 -13.340  0.0451
Br -5.163 22.021 -9.935  0.5910
C -3.511 20.943 -10.319  -0.6381
C -2.736 21.071 -9.038  -0.6386
Br -1.492 22.675 -9.268  0.5414
H -2.928 21.371 -11.136  0.0194
H -3.849 19.925 -10.511  0.0358
H -2.000 20.291 -8.839  0.0312
H -3.455 21.137 -8.222  0.0325
C -0.690 15.415 -14.880  -1.5440
Cl -0.914 13.679 -15.018  0.5628
Cl -2.016 16.427 -15.428  0.4979
Cl 0.724 15.856 -15.843  0.5029
H -0.399 15.736 -13.880  -0.0119

The total energy comes out at -33069.2799 Eh. The calculation puts the energy above the lowest of the compared OMol25 structures with the same formula, charge and spin at 9.30 kcal/mol. As for the net charge: +1. The value obtained for the highest occupied orbital energy (spin up / spin down) is -0.3369 / -0.3871 hartree. Its multiplicity is 2. Its expectation value of S² is 0.750. The calculation puts the LUMO energy (spin up / spin down) at -3.8 / -4.5 eV.

C15H29CeO as an isolated structure, computed with ωB97M-V/def2-TZVPD.

Each line ends with the Löwdin charge.
Element x y z (Å)
C -1.622 -1.209 0.985  -0.1997
H -1.608 -2.162 1.549  0.1240
H -2.317 -0.465 1.472  0.1038
H -0.725 -0.936 1.564  0.0512
C -2.425 -1.598 -0.336  -0.2617
H -2.330 -0.857 -1.157  0.0997
H -2.008 -2.565 -0.699  0.1201
C -3.938 -1.790 -0.063  -0.0633
H -4.441 -2.026 -1.027  0.1047
H -4.139 -2.635 0.645  0.1059
H -4.391 -0.859 0.376  0.0974
C 1.277 1.973 -0.871  -0.3100
C -0.008 1.746 -1.410  -0.3691
C -0.951 1.706 -0.303  -0.3364
C -0.211 1.891 0.925  -0.3123
C 1.160 2.056 0.576  -0.2682
C 2.311 2.044 1.540  0.0113
C -0.819 2.107 2.268  0.0169
C -2.439 1.864 -0.443  0.0033
C -0.351 1.674 -2.853  0.0098
C 2.546 1.867 -1.640  0.0120
Ce 0.454 -0.293 -0.200  1.5520
H -0.129 1.737 3.032  0.0926
H -0.994 3.168 2.387  0.1163
H -1.764 1.557 2.310  0.0850
H 1.945 1.611 2.503  0.0987
H 3.125 1.411 1.139  0.0904
H 2.720 3.045 1.764  0.1212
H 2.364 1.289 -2.568  0.1010
H 2.975 2.840 -1.905  0.1227
H 3.322 1.316 -1.062  0.0984
H -1.413 1.410 -3.007  0.0951
H -0.178 2.653 -3.302  0.1217
H 0.250 0.925 -3.398  0.1003
H -2.993 1.221 0.291  0.0826
H -2.659 2.928 -0.215  0.1241
H -2.790 1.626 -1.476  0.0976
C 2.860 -3.783 1.024  -0.0529
C 2.792 -2.937 -0.240  -0.2339
O 1.396 -2.599 -0.540  -0.2570
H 2.310 -3.308 1.881  0.1002
H 3.917 -3.891 1.309  0.1040
H 2.477 -4.781 0.912  0.0821
H 3.395 -2.050 -0.103  0.1143
H 3.145 -3.441 -1.152  0.1408
H 0.901 -3.481 -0.484  0.1634

The total energy comes out at -1138.6813 Eh. The calculation puts the energy above the lowest of the compared OMol25 structures with the same formula, charge and spin at 17.99 kcal/mol. As for the net charge: +2. The value obtained for the highest occupied orbital energy (spin up / spin down) is -0.5686 / -0.5671 hartree. Its multiplicity is 2. Its expectation value of S² is 0.751. The calculation puts the LUMO energy (spin up / spin down) at -7.6 / -7.5 eV.

C15H29I2LuN2O4P2 as an isolated structure, computed with ωB97M-V/def2-TZVPD.

Each line ends with the Löwdin charge.
Element x y z (Å)
I -1.807 -1.138 -1.288  0.5352
I 0.488 0.079 -3.006  -0.2018
Lu 0.855 0.179 1.294  1.6051
P -0.577 -3.275 -1.068  0.4933
C -0.709 -3.824 0.636  -0.2312
C -1.537 -4.352 -2.141  -0.2416
H -1.080 -5.345 -2.097  0.0759
H 1.353 -4.362 -1.786  0.0865
H -1.498 -3.971 -3.168  0.0772
H 1.344 -2.654 -2.351  -0.0186
H -1.531 -3.336 1.169  0.0503
H -2.581 -4.406 -1.809  0.0718
C 1.155 -3.323 -1.505  -0.2372
H -0.893 -4.906 0.591  0.0816
H 1.790 -3.059 -0.642  0.0253
H 0.233 -3.637 1.160  0.0313
P 0.394 2.772 0.413  0.6598
C 0.080 3.995 1.736  -0.2568
C 1.870 3.486 -0.405  -0.2573
H -0.795 2.626 -1.672  -0.0079
H -0.841 4.300 -0.996  0.0767
H -1.905 3.017 -0.326  0.0450
C -0.920 3.228 -0.762  -0.2579
H 2.147 2.834 -1.243  0.0312
H 1.659 4.497 -0.775  0.0709
H 0.072 5.013 1.321  0.0715
H 0.860 3.924 2.505  0.0526
H 2.700 3.522 0.312  0.0532
H -0.892 3.792 2.204  0.0508
C -1.549 0.653 1.359  -0.1967
O -2.681 0.853 1.471  0.1169
C -0.984 -1.491 5.016  -0.0679
C 0.274 -2.351 5.117  -0.1171
C 1.633 -1.635 4.793  -0.2875
C 2.101 -0.649 5.904  -0.1424
C 1.137 0.456 6.288  -0.0741
C 2.717 -2.722 4.664  -0.3511
O 3.169 -3.341 5.616  0.1502
N 3.175 -3.055 3.393  0.2260
C 2.681 -2.606 2.184  -0.4998
O 2.913 -3.108 1.099  0.0888
N 1.899 -1.463 2.313  0.0007
C 1.545 -0.945 3.500  -0.3783
O 0.982 0.237 3.378  -0.2117
H -1.317 -1.183 6.020  0.0938
H -1.780 -2.089 4.552  0.0851
H -0.804 -0.592 4.407  0.0517
H 0.390 -2.792 6.124  0.1503
H 0.207 -3.196 4.412  0.1229
H 2.363 -1.232 6.800  0.1392
H 3.041 -0.201 5.543  0.1370
H 0.378 0.103 7.002  0.0900
H 1.713 1.256 6.768  0.0960
H 0.637 0.861 5.406  0.0569
H 3.814 -3.838 3.308  0.1861

The total energy comes out at -3512.5999 Eh. As for the net charge: +2. The value obtained for the highest occupied orbital energy (spin up / spin down) is -0.4595 / -0.4594 hartree. The calculation puts the LUMO energy (spin up / spin down) at -8.3 / -8.3 eV.

A 2-piece molecular cluster, C15H29N3OS overall, computed with ωB97M-V/def2-TZVPD.

Each line ends with the Löwdin charge.
Element x y z (Å)
S -1.244 1.667 0.930  0.7558
C -1.404 3.465 1.119  -0.5072
C -2.332 4.086 0.061  -0.2514
C -3.710 4.499 0.605  -0.1134
C -4.717 3.387 0.563  -0.1898
C -6.043 3.435 0.869  0.0320
N -6.525 2.150 0.662  0.1179
C -5.547 1.362 0.268  -0.0460
N -4.436 2.087 0.208  0.1529
H -0.334 1.533 -0.043  -0.1215
H -0.425 3.919 1.035  0.0774
H -1.788 3.636 2.117  0.0733
H -1.866 4.979 -0.343  0.1162
H -2.482 3.399 -0.764  0.0909
H -4.077 5.300 -0.031  0.1286
H -3.640 4.904 1.610  0.1282
H -6.637 4.258 1.207  0.1423
H -7.479 1.846 0.784  0.1837
H -5.616 0.317 0.033  0.1660
H -3.517 1.721 -0.027  0.0852
C 4.229 -2.040 0.926  -0.0290
C 3.727 -2.715 -0.371  -0.4888
C 3.860 -1.753 -1.552  -0.1305
C 2.835 -0.619 -1.534  -0.1716
C 1.416 -1.172 -1.401  -0.1340
C 1.244 -2.125 -0.217  -0.4948
N 2.310 -3.166 -0.224  -0.0919
O 2.028 -4.092 -1.081  -0.0115
C 1.252 -1.333 1.104  -0.0350
C -0.123 -2.796 -0.293  -0.0411
C 4.622 -3.927 -0.600  -0.0416
H 5.303 -2.183 1.035  0.0845
H 4.063 -0.964 0.947  0.0648
H 3.758 -2.478 1.806  0.0896
H 3.745 -2.312 -2.486  0.1274
H 4.871 -1.340 -1.560  0.1282
H 3.049 0.081 -0.721  0.1003
H 2.916 -0.043 -2.458  0.1133
H 0.700 -0.350 -1.303  0.1012
H 1.156 -1.697 -2.326  0.1274
H 1.260 -2.005 1.962  0.0963
H 0.349 -0.725 1.168  0.0335
H 2.091 -0.648 1.203  0.0624
H -0.280 -3.302 -1.243  0.0819
H -0.902 -2.039 -0.187  0.0769
H -0.246 -3.526 0.507  0.0954
H 4.528 -4.643 0.218  0.0962
H 5.660 -3.600 -0.650  0.0884
H 4.395 -4.440 -1.532  0.0809

The total energy comes out at -1226.3626 Eh. The calculation puts the energy above the lowest of the compared OMol25 structures with the same formula, charge and spin at 5.26 kcal/mol. As for the net charge: +1. The value obtained for the highest occupied orbital energy (spin up / spin down) is -0.3680 / -0.4034 hartree. Its multiplicity is 2. Its expectation value of S² is 0.754. The calculation puts the LUMO energy (spin up / spin down) at -2.8 / -2.8 eV.

C15H29NSi2Tb as an isolated structure, computed with ωB97M-V/def2-TZVPD.

Each line ends with the Löwdin charge.
Element x y z (Å)
C 0.780 -1.250 -3.536  -0.2035
C -0.601 -1.163 -3.876  -0.2012
C -1.319 -2.089 -3.048  -0.2404
C -0.363 -2.767 -2.222  -0.2905
C 0.939 -2.220 -2.498  -0.2367
Tb -0.430 -0.371 -1.271  1.4895
C -1.429 1.567 -2.461  -0.2733
C 0.001 1.825 -2.821  -0.6761
C 0.394 2.637 -3.882  -0.0465
N 0.909 1.199 -2.033  -0.1726
H -2.389 -2.290 -3.101  0.0903
H -1.024 -0.560 -4.673  0.0997
H -0.574 -3.607 -1.555  0.0768
H 1.890 -2.564 -2.085  0.0953
H 1.597 -0.749 -4.067  0.1063
H -2.065 1.279 -3.296  0.0000
H 1.880 1.490 -2.118  0.0643
H -1.842 2.315 -1.779  0.0004
H -0.367 3.048 -4.524  0.0026
H 1.434 2.818 -4.104  0.0007
C -0.998 -1.365 3.485  -0.1993
Si 0.250 -1.583 2.087  0.3327
C 1.936 -1.917 2.868  -0.1951
C -0.266 -3.146 1.175  -0.2128
C 0.417 -0.108 0.996  -0.5473
Si -0.009 1.583 1.605  0.3329
C 1.042 2.045 3.103  -0.2024
C 0.309 3.002 0.408  -0.1961
C -1.838 1.738 2.052  -0.1838
H -0.927 -2.242 4.146  0.0241
H -2.027 -1.313 3.102  0.0261
H -0.812 -0.470 4.093  0.0189
H 1.877 -2.757 3.576  0.0186
H 2.670 -2.173 2.092  0.0255
H 2.309 -1.035 3.410  0.0229
H -1.235 -3.043 0.661  0.0233
H 0.492 -3.468 0.446  0.0238
H -0.376 -3.953 1.919  0.0286
H 1.463 -0.129 0.605  0.0000
H 2.104 2.012 2.821  0.0285
H 0.801 3.074 3.408  0.0186
H 0.891 1.379 3.962  0.0114
H -0.363 3.009 -0.461  0.0036
H 0.176 3.957 0.937  0.0269
H 1.336 2.964 0.026  0.0297
H -2.481 1.658 1.162  0.0267
H -2.171 0.992 2.784  0.0009
H -1.993 2.739 2.486  0.0282

The total energy comes out at -2047.2038 Eh. As for the net charge: -1. The value obtained for the highest occupied orbital energy (spin up / spin down) is -0.1105 / -0.1102 hartree. Its multiplicity is 7. Its expectation value of S² is 12.704. The calculation puts the LUMO energy (spin up / spin down) at 2.6 / 2.6 eV.

C15H30ClN6O7P2W as an isolated structure, computed with ωB97M-V/def2-TZVPD.

Each line ends with the Löwdin charge.
Element x y z (Å)
W -0.575 0.496 1.144  1.8531
C 0.413 -4.569 -0.814  -0.0390
N -0.562 -3.488 -0.724  -0.2893
C -1.885 -3.773 -1.276  -0.0370
P -0.161 -2.015 -0.224  0.5375
O -1.203 -0.940 -0.495  -0.3433
O 1.242 -1.549 -0.800  -0.2577
P 2.132 -0.065 -0.767  0.6326
O 1.529 0.605 0.453  -0.3717
N 3.659 -0.540 -0.579  -0.2936
C 4.547 0.179 0.336  -0.0418
C 4.338 -1.363 -1.579  -0.0537
N 1.666 0.747 -2.108  -0.2830
C 2.531 1.061 -3.243  -0.0389
C 0.283 1.161 -2.290  -0.0611
N -0.010 -1.800 1.513  -0.3796
C -1.135 -2.493 2.188  -0.0726
C 1.279 -2.116 2.157  -0.0521
H 0.047 -5.441 -0.272  0.1109
H 1.361 -4.248 -0.391  0.0857
H 0.563 -4.860 -1.854  0.1114
H -2.319 -4.628 -0.757  0.1104
H -1.812 -4.007 -2.339  0.1120
H -2.531 -2.907 -1.146  0.0842
H 3.955 0.779 1.022  0.0817
H 5.223 0.835 -0.214  0.1075
H 5.144 -0.539 0.900  0.1113
H 3.618 -1.744 -2.300  0.0930
H 4.808 -2.207 -1.073  0.1096
H 5.122 -0.801 -2.090  0.1064
H 3.556 0.782 -3.023  0.0792
H 2.500 2.136 -3.430  0.1087
H 2.200 0.540 -4.142  0.1104
H -0.302 1.040 -1.345  0.0240
H -0.200 0.579 -3.082  0.1196
H 0.262 2.216 -2.572  0.1135
H -2.090 -2.166 1.756  0.0937
H -1.132 -2.264 3.257  0.1095
H -1.053 -3.579 2.079  0.1123
H 2.107 -1.754 1.542  0.0724
H 1.400 -3.192 2.307  0.1172
H 1.322 -1.621 3.130  0.1070
O -1.877 0.388 4.856  -0.0984
Cl -1.612 0.939 3.639  0.7331
O -2.387 0.324 2.562  -0.3492
O -1.682 2.319 3.512  -0.1962
O -0.219 0.566 3.158  -0.4014
N -1.315 4.724 0.859  0.2107
C -0.473 3.732 1.138  -0.0623
N -0.992 2.527 0.857  -0.0950
C -2.281 2.793 0.373  -0.2425
C -3.247 1.887 -0.063  -0.0242
C -4.462 2.433 -0.444  -0.0188
C -4.670 3.819 -0.450  -0.0155
C -3.696 4.721 -0.065  0.0474
C -2.489 4.182 0.376  -0.1528
H -1.146 5.714 1.002  0.2053
H 0.514 3.873 1.557  0.1683
H -3.034 0.805 -0.105  0.0957
H -5.272 1.790 -0.744  0.1270
H -5.628 4.192 -0.781  0.1318
H -3.868 5.787 -0.095  0.1365

The total energy comes out at -2653.7013 Eh. The calculation puts the energy above the lowest of the compared OMol25 structures with the same formula, charge and spin at 42.39 kcal/mol. As for the net charge: +3. The value obtained for the highest occupied orbital energy (spin up / spin down) is -0.6483 / -0.6495 hartree. Its multiplicity is 3. Its expectation value of S² is 2.013. The calculation puts the LUMO energy (spin up / spin down) at -11.9 / -11.2 eV.